[1]
Here is 2 unconnected molecules or ions with the total composition C2H5NO2S in a non-equilibrium geometry from the Open Molecules 2025 dataset. Energies are from ωB97M-V with the def2-TZVPD basis set.

## Properties
SMILES string   O=C=O.CSN
Energy above the lowest of the compared OMol25 structures with the same formula, charge and spin   0.00 kcal/mol
Total charge   0
LUMO   0.503 eV
Highest occupied orbital energy   -8.64 eV

```
11
Properties=species:S:1:pos:R:3:forces:R:3
S -1.023 -0.941 0.428 -0.311 -0.396 -0.311
O 3.153 -0.635 -0.672 0.281 -1.109 -1.165
O 2.994 0.822 1.091 0.040 0.616 1.015
N -0.422 0.525 1.060 0.374 0.114 -0.100
C -1.777 -0.365 -1.132 0.314 -0.249 1.249
C 3.096 0.077 0.219 -0.336 0.460 0.119
H -1.072 0.280 -1.544 1.443 1.045 -0.913
H 0.500 0.431 1.465 0.403 -0.261 -0.540
H -0.960 0.768 1.855 -0.973 0.491 0.668
H -2.645 0.262 -0.987 -0.647 -0.521 0.068
H -1.844 -1.224 -1.783 -0.587 -0.191 -0.090
```
Positions in Å, forces in eV/Å.


[2]
Here is a molecular structure, C4H8O2 in a non-equilibrium geometry from the Open Molecules 2025 dataset. Energies are from ωB97M-V with the def2-TZVPD basis set.

## Properties
Energy above the lowest of the compared OMol25 structures with the same formula, charge and spin   107.81 kcal/mol
Total charge   0
LUMO   0.602 eV
Highest occupied orbital energy   -8.70 eV

```
14
Properties=species:S:1:pos:R:3:forces:R:3
O 0.866 -0.811 -0.284 -0.110 0.187 -0.012
O -1.268 1.763 1.021 1.774 -0.531 1.940
C 2.027 -0.026 -0.475 0.185 0.096 -0.024
C -1.502 -0.996 -0.107 -0.033 0.010 0.011
C -0.310 -0.036 -0.188 -0.242 0.059 -0.158
C -0.314 0.837 1.032 0.394 -1.118 -1.117
H -2.441 -0.433 -0.094 0.180 -0.121 -0.007
H 2.187 0.672 0.362 -0.049 -0.169 -0.162
H 2.875 -0.716 -0.533 -0.183 0.152 0.017
H -1.486 -1.659 -0.978 0.008 0.147 0.178
H -0.425 0.622 -1.074 0.073 -0.128 0.063
H -0.745 1.837 1.931 -1.965 1.433 -0.741
H 1.974 0.554 -1.413 -0.042 -0.151 0.189
H -1.437 -1.609 0.800 0.012 0.135 -0.177
```
Positions in Å, forces in eV/Å.


[3]
Here is C7H7ClNO4P in the gas phase in a non-equilibrium geometry from the Open Molecules 2025 dataset. Energies are from ωB97M-V with the def2-TZVPD basis set.

## Properties
SMILES string   O=[N+]([O-])P[C@](O)(Cl)Oc1ccccc1
Energy above the lowest of the compared OMol25 structures with the same formula, charge and spin   0.00 kcal/mol
Total charge   0
LUMO   -0.271 eV
Highest occupied orbital energy   -9.67 eV

```
21
Properties=species:S:1:pos:R:3:forces:R:3
Cl -3.733 1.062 -0.172 -0.109 0.128 -0.001
P -1.875 -0.914 -1.059 -0.536 0.642 -0.380
O 0.404 -2.065 -0.517 0.423 -0.342 -0.018
O -1.194 -2.488 0.873 0.230 -0.600 0.557
O -2.020 0.054 1.560 0.063 0.363 0.571
O -1.230 1.499 0.026 0.580 0.377 0.275
N -0.729 -1.968 -0.121 -0.209 0.133 0.072
C 2.730 0.263 -0.280 0.062 -0.021 -0.054
C 2.004 0.566 -1.419 0.015 0.004 0.032
C 0.688 0.981 -1.313 -0.194 0.234 0.160
C -2.075 0.462 0.271 -0.544 -1.007 -0.733
C 0.115 1.096 -0.054 0.167 -0.070 -0.113
C 2.150 0.387 0.971 -0.055 0.007 0.004
C 0.836 0.805 1.094 -0.177 0.117 -0.005
H -2.975 -1.629 -0.551 -0.036 -0.048 -0.036
H 3.752 -0.074 -0.367 0.101 -0.026 -0.012
H 0.103 1.228 -2.187 -0.038 0.015 -0.053
H -2.486 -0.782 1.718 0.187 0.095 -0.303
H 0.362 0.898 2.059 -0.027 0.017 0.053
H 2.456 0.468 -2.394 0.045 -0.001 -0.095
H 2.716 0.150 1.859 0.052 -0.017 0.077
```
Positions in Å, forces in eV/Å.


[4]
Here is C2H3NO in the gas phase in a non-equilibrium geometry from the Open Molecules 2025 dataset. Energies are from ωB97M-V with the def2-TZVPD basis set.

## Properties
SMILES string   CN=C=O
Energy above the lowest of the compared OMol25 structures with the same formula, charge and spin   28.88 kcal/mol
Total charge   0
LUMO   0.580 eV
Highest occupied orbital energy   -10.27 eV

```
7
Properties=species:S:1:pos:R:3:forces:R:3
O -3.839 0.106 -0.230 7.405 -2.183 2.140
N -1.439 -0.649 0.443 -6.931 2.895 -1.496
C -2.651 -0.218 0.081 -0.049 -0.166 -0.169
C -0.192 -0.151 -0.199 0.070 -3.671 0.700
H 0.529 0.300 0.479 -0.278 -0.229 0.311
H -0.415 0.489 -0.964 -0.379 1.741 -1.990
H 0.197 -1.132 -0.640 0.161 1.614 0.504
```
Positions in Å, forces in eV/Å.


[5]
Here is a molecular structure, C5H9Cl in a non-equilibrium geometry from the Open Molecules 2025 dataset. Energies are from ωB97M-V with the def2-TZVPD basis set.

## Properties
Energy above the lowest of the compared OMol25 structures with the same formula, charge and spin   109.98 kcal/mol
Total charge   0
LUMO   1.014 eV
Highest occupied orbital energy   -9.63 eV

```
15
Properties=species:S:1:pos:R:3:forces:R:3
Cl -2.226 -0.520 -0.298 -0.872 -1.224 -0.999
C 0.824 -0.350 0.797 2.293 -3.339 0.836
C 0.261 0.873 0.133 -1.045 0.452 -0.926
C -1.403 0.889 0.101 3.387 4.608 2.686
C 2.900 0.213 -0.585 3.830 2.014 -4.342
C 2.285 -0.675 0.144 -1.547 -2.602 2.097
H 0.532 1.743 0.856 -0.327 -0.994 -1.915
H 0.798 0.852 -0.872 -1.308 0.934 1.205
H -1.333 0.968 1.209 -1.523 -0.073 -0.403
H 0.842 -0.314 1.944 0.083 0.063 -1.586
H 3.689 -0.363 -1.433 -1.811 2.398 2.749
H 0.405 -1.394 0.555 -0.421 1.856 0.219
H 2.729 -1.900 0.198 -1.631 3.969 -0.281
H -1.834 1.990 -0.215 0.934 -3.203 0.149
H 2.806 1.567 -0.717 -0.040 -4.859 0.513
```
Positions in Å, forces in eV/Å.


[6]
Here is a molecular structure, C24H30CoNO5S in a non-equilibrium geometry from the Open Molecules 2025 dataset. Energies are from ωB97M-V with the def2-TZVPD basis set.

## Properties
Energy above the lowest of the compared OMol25 structures with the same formula, charge and spin   8.83 kcal/mol
Total charge   -2
LUMO (alpha / beta)   3.748 / 3.747 eV
Spin multiplicity   5
Highest occupied orbital energy (alpha / beta)   0.76 / 0.22 eV

```
62
Properties=species:S:1:pos:R:3:forces:R:3
Co -1.811 1.055 2.110 -5.480 -0.302 0.988
S -2.289 -0.978 3.196 0.987 -1.979 0.500
O 2.464 -1.480 -4.415 -0.095 -0.236 -0.453
O -0.507 0.551 1.208 7.095 -2.163 -4.848
O 0.494 -1.941 -3.434 1.172 0.323 -0.115
O 3.269 1.060 -3.315 0.150 0.116 -0.298
O 4.529 -0.685 -2.706 -1.106 0.632 0.079
N -4.565 -1.118 4.848 1.520 0.261 -1.046
C -3.915 -0.939 0.906 0.232 0.816 -2.228
C -2.994 2.296 3.538 -0.262 1.109 0.950
C 4.409 1.512 -4.047 -0.078 -0.062 0.115
C -3.611 -1.025 4.150 -2.217 -0.264 1.622
C 3.438 -0.131 -2.729 1.599 -0.381 0.828
C -0.191 -2.260 0.358 -0.786 -1.046 -0.324
C 0.530 1.334 0.651 -1.109 -0.480 1.252
C 2.141 -0.702 -2.161 0.856 0.021 -1.001
C -2.475 3.038 2.433 2.130 0.743 1.551
C -0.718 1.966 3.517 0.296 2.029 1.156
C -4.078 1.347 1.033 0.429 -0.348 -1.394
C 1.552 0.611 -0.221 0.541 -0.469 0.281
C 1.013 -1.649 2.474 -0.008 -0.324 1.211
C 1.605 -1.448 -3.378 -1.957 -0.505 0.426
C -2.886 -0.405 0.076 -1.314 1.208 -0.020
C -1.927 1.650 4.211 0.355 1.926 0.299
C -4.633 0.141 1.461 -1.149 -0.153 -0.362
C 1.186 0.386 -1.674 -0.744 -0.233 -0.072
C -1.040 2.853 2.419 -1.282 1.573 2.163
C 1.978 -2.122 -5.599 -0.192 -0.037 0.068
C 0.846 -1.510 1.049 -0.070 0.763 -0.748
C 1.921 -0.834 0.312 0.522 0.461 -0.479
C -2.909 1.061 0.208 -2.364 -2.350 -0.259
C 2.411 -1.619 -0.950 0.132 -0.002 0.009
H 1.710 -3.167 -5.389 0.030 0.326 -0.059
H -0.385 3.341 1.741 0.404 0.141 -0.286
H -2.984 3.729 1.795 -0.311 -0.107 -0.325
H -2.280 -0.948 -0.657 -0.044 0.215 0.718
H 1.600 -2.573 2.599 0.240 -0.205 0.629
H 2.770 -0.720 1.000 -0.037 0.011 -0.089
H 1.272 1.277 -2.297 -0.244 -0.007 0.118
H 5.249 1.681 -3.367 -0.088 -0.032 -0.200
H -4.044 2.322 3.855 0.562 -0.414 -0.265
H -1.155 -2.315 0.910 0.639 0.245 -0.281
H 3.486 -1.838 -0.906 -0.266 0.044 -0.004
H 0.165 -0.011 -1.728 0.087 0.140 -0.035
H -0.401 -1.943 -0.679 0.159 -0.065 0.523
H 1.892 -2.576 -1.080 -0.032 0.265 0.134
H -4.142 -1.991 0.975 0.000 -0.052 0.312
H 4.096 2.439 -4.523 0.068 -0.008 0.004
H 0.076 -1.765 3.039 0.303 0.053 -0.247
H 1.096 1.788 1.499 -0.021 0.132 -0.481
H 2.797 -2.076 -6.318 -0.061 -0.007 0.105
H 1.099 -1.592 -5.992 0.222 -0.201 0.169
H 0.281 1.640 3.770 -0.108 -0.190 0.003
H -2.360 1.752 -0.414 0.084 0.153 0.063
H 1.578 -0.812 2.904 -0.066 -0.142 0.029
H 0.039 2.138 0.072 0.480 0.147 -0.114
H 2.473 1.230 -0.191 -0.187 -0.213 -0.080
H 4.681 0.758 -4.794 0.059 0.175 0.116
H 0.197 -3.298 0.301 -0.335 -0.312 -0.239
H -5.545 0.052 2.068 0.612 0.018 -0.056
H -1.994 1.114 5.147 -0.103 -0.283 -0.356
H -4.502 2.348 1.137 0.151 -0.473 0.341
```
Positions in Å, forces in eV/Å.